1.
# C32H87N5O9

9 unconnected molecules or ions with the total composition C32H87N5O9 at a distorted geometry (ωB97M-V/def2-TZVPD, the Open Molecules 2025 dataset).

Last column: Mulliken charge in e.
Atoms and positions in Å:
C (-2.446, -10.454, 16.169)  0.1561
O (-2.030, -11.819, 16.199)  -0.4613
C (-3.131, -12.684, 16.350)  0.5600
C (-2.574, -14.097, 16.137)  0.2625
C (-1.480, -14.468, 17.125)  -1.5156
N (-2.031, -14.348, 14.770)  -0.7952
H (-1.600, -9.845, 15.879)  0.3942
H (-2.657, -10.171, 17.223)  -0.0099
H (-3.341, -10.277, 15.513)  -0.2435
H (-3.531, -12.567, 17.392)  -0.3881
H (-3.915, -12.369, 15.601)  0.0970
H (-3.303, -14.814, 16.405)  0.4881
H (-0.562, -13.949, 16.821)  0.2921
H (-1.254, -15.476, 16.853)  0.4494
H (-1.710, -14.316, 18.165)  0.1966
H (-2.773, -14.206, 14.044)  0.2791
H (-1.436, -13.574, 14.563)  0.3242
C (-1.890, -15.596, 20.970)  -0.9961
O (-2.390, -14.295, 20.964)  -0.2564
C (-1.583, -13.316, 21.674)  -1.0976
C (-2.272, -11.967, 21.738)  1.3233
C (-2.498, -11.387, 20.303)  -0.3360
N (-1.467, -11.033, 22.588)  -0.7505
H (-0.941, -15.708, 20.390)  0.3080
H (-2.653, -16.212, 20.444)  0.2852
H (-1.725, -15.974, 21.942)  0.3537
H (-1.437, -13.666, 22.725)  0.2845
H (-0.582, -13.240, 21.177)  0.3070
H (-3.286, -12.145, 22.193)  -0.2909
H (-2.906, -10.387, 20.442)  -0.0932
H (-3.154, -12.038, 19.720)  -0.4109
H (-1.549, -11.315, 19.812)  0.5416
H (-1.795, -10.941, 23.555)  0.3071
H (-1.611, -10.087, 22.255)  0.2824
C (-9.019, -8.067, 19.134)  -0.3981
O (-8.904, -8.712, 20.366)  -0.3953
C (-9.413, -10.044, 20.340)  -0.1982
C (-9.698, -10.569, 21.728)  0.6049
C (-10.111, -11.983, 21.522)  -1.4211
N (-10.659, -9.790, 22.501)  -0.8076
H (-8.516, -8.699, 18.346)  -0.1852
H (-8.472, -7.161, 19.292)  0.2999
H (-10.030, -7.786, 18.821)  0.3328
H (-10.277, -10.091, 19.707)  0.6752
H (-8.622, -10.666, 19.891)  -0.3724
H (-8.749, -10.515, 22.280)  0.2504
H (-9.313, -12.538, 20.954)  -0.0426
H (-11.002, -11.981, 20.933)  0.5113
H (-10.331, -12.536, 22.440)  0.5167
H (-10.299, -8.880, 22.447)  0.3411
H (-10.670, -10.281, 23.431)  0.3202
C (-2.258, -6.739, 19.297)  -1.0275
O (-3.396, -7.626, 19.083)  -0.0014
C (-4.116, -7.345, 17.874)  -1.2947
C (-5.546, -7.902, 18.018)  0.3112
C (-5.533, -9.416, 18.309)  1.5248
N (-6.274, -7.626, 16.762)  -0.4060
H (-1.769, -6.381, 18.397)  0.3694
H (-1.609, -7.205, 19.986)  0.2398
H (-2.547, -5.848, 19.800)  0.3648
H (-4.194, -6.215, 17.685)  0.3659
H (-3.571, -7.746, 17.044)  0.2921
H (-6.033, -7.395, 18.788)  0.4525
H (-5.168, -9.903, 17.387)  0.3016
H (-6.503, -9.761, 18.663)  -0.7314
H (-4.792, -9.610, 19.068)  -0.8860
H (-6.872, -6.814, 16.925)  0.3019
H (-6.717, -8.417, 16.326)  0.0614
C (-8.597, -10.774, 16.173)  -0.6217
O (-7.677, -10.086, 15.311)  -0.3746
C (-7.524, -10.686, 13.995)  -0.7770
C (-6.481, -9.884, 13.253)  0.4080
C (-6.192, -10.537, 11.846)  -1.5746
N (-5.216, -9.987, 14.022)  -0.3065
H (-8.849, -10.030, 16.932)  0.1001
H (-8.199, -11.726, 16.559)  0.1317
H (-9.508, -10.958, 15.637)  0.6511
H (-7.185, -11.707, 14.119)  0.3127
H (-8.494, -10.644, 13.439)  0.3017
H (-6.828, -8.843, 13.073)  0.1676
H (-5.546, -9.932, 11.191)  0.3969
H (-7.142, -10.693, 11.327)  0.4221
H (-5.778, -11.540, 12.030)  0.3675
H (-5.096, -9.268, 14.747)  0.0342
H (-4.432, -9.941, 13.341)  0.2159
C (-5.317, -10.080, 23.775)  -1.2663
C (-5.964, -8.889, 23.085)  0.8631
C (-5.496, -8.707, 21.662)  -0.7829
O (-7.433, -8.994, 23.119)  -0.5948
H (-5.639, -10.085, 24.802)  0.5282
H (-4.218, -9.936, 23.922)  0.2742
H (-5.457, -11.061, 23.312)  0.0795
H (-5.654, -8.027, 23.678)  0.2403
H (-6.203, -8.048, 21.187)  0.3701
H (-5.427, -9.643, 21.107)  -0.4940
H (-4.499, -8.296, 21.622)  0.4754
H (-7.735, -8.706, 22.234)  0.1260
C (-6.060, -12.971, 20.890)  -1.2989
C (-6.043, -13.918, 19.718)  0.9986
C (-6.789, -13.282, 18.573)  -0.0218
O (-4.713, -14.186, 19.337)  -0.3584
H (-5.626, -12.027, 20.464)  0.2054
H (-5.287, -13.353, 21.615)  0.3926
H (-6.998, -12.821, 21.393)  0.4878
H (-6.561, -14.853, 20.036)  -0.2943
H (-7.812, -13.036, 18.953)  -0.2646
H (-6.838, -13.982, 17.706)  0.6429
H (-6.304, -12.318, 18.287)  -0.3827
H (-4.094, -14.115, 20.094)  0.0755
C (-11.102, -14.101, 16.854)  -1.1632
C (-11.995, -12.893, 17.128)  0.4025
C (-11.785, -12.358, 18.514)  -1.0945
O (-11.675, -11.884, 16.147)  -0.5599
H (-11.266, -14.389, 15.815)  0.4195
H (-11.462, -14.917, 17.518)  0.2875
H (-10.088, -13.835, 16.951)  0.1739
H (-13.009, -13.250, 17.034)  0.2962
H (-10.760, -12.024, 18.618)  0.0542
H (-12.045, -13.048, 19.318)  0.4358
H (-12.468, -11.520, 18.675)  0.4477
H (-12.085, -11.021, 16.405)  0.3245
C (-8.670, -17.230, 20.834)  -1.6013
C (-9.177, -15.862, 21.276)  1.2780
C (-10.386, -15.506, 20.440)  -0.6969
O (-9.635, -16.021, 22.606)  -0.6166
H (-8.182, -17.703, 21.687)  0.3943
H (-8.071, -17.203, 19.932)  0.3598
H (-9.563, -17.872, 20.640)  0.4064
H (-8.418, -15.053, 21.298)  -0.5119
H (-11.207, -16.008, 20.926)  0.4255
H (-10.417, -15.870, 19.410)  0.3209
H (-10.579, -14.429, 20.505)  -0.1795
H (-10.246, -16.752, 22.581)  0.4238

lowest unoccupied orbital energy	0.580	eV
structure (SMILES)	COC[C@H](C)N.COC[C@H](C)N.COC[C@H](C)N.COC[C@H](C)N.COC[C@H](C)N.CC(C)O.CC(C)O.CC(C)O.CC(C)O
HOMO energy	-9.01	eV

***

2.
# CH2N2O2S2

A molecular structure, CH2N2O2S2 at a distorted geometry (ωB97M-V/def2-TZVPD, the Open Molecules 2025 dataset).

Last column: natural (NBO) charge in e.
Atoms and positions in Å:
C (-0.465, 0.696, -0.600)  0.4112
N (0.042, 0.719, 1.800)  -0.9772
N (-1.015, 1.068, -1.668)  -0.7106
O (0.567, -1.892, 0.981)  -0.8782
O (0.582, -0.023, -0.398)  -0.6884
S (-1.296, 1.187, 0.979)  0.4863
S (1.057, -0.351, 1.263)  1.5173
H (1.014, -2.146, 0.217)  0.4880
H (-0.486, 0.741, -2.573)  0.3515

lowest unoccupied orbital energy	-0.563	eV
HOMO energy	-8.77	eV

***

3.
# C23H32GeNO4Rh

A molecular structure, C23H32GeNO4Rh (ωB97M-V/def2-TZVPD, the Open Molecules 2025 dataset).

Last column: natural (NBO) charge in e.
Atoms and positions in Å:
Rh (-0.107, -0.047, 0.995)  1.0666
C (2.453, -2.287, -1.782)  -0.6490
C (2.436, -1.317, -0.623)  -0.0057
C (2.700, 0.046, -0.839)  -0.0121
C (3.141, 0.556, -2.189)  -0.6453
C (2.546, 0.958, 0.203)  0.0230
C (2.704, 2.435, -0.043)  -0.6596
C (2.209, 0.516, 1.501)  -0.0640
C (2.278, 1.500, 2.648)  -0.6595
C (1.975, -0.860, 1.730)  0.0126
C (1.718, -1.351, 3.138)  -0.6665
C (2.122, -1.778, 0.661)  -0.0270
C (1.980, -3.253, 0.940)  -0.6503
H (3.426, -2.771, -1.905)  0.2271
H (2.219, -1.789, -2.720)  0.2170
H (1.712, -3.072, -1.645)  0.2224
H (2.326, 1.052, -2.724)  0.2191
H (3.522, -0.238, -2.824)  0.2208
H (3.939, 1.290, -2.078)  0.2268
H (3.739, 2.758, 0.105)  0.2276
H (2.080, 3.017, 0.633)  0.2404
H (2.422, 2.701, -1.061)  0.2230
H (1.396, 2.142, 2.686)  0.2638
H (3.154, 2.138, 2.534)  0.2220
H (2.366, 0.994, 3.605)  0.2202
H (2.650, -1.393, 3.708)  0.2254
H (1.273, -2.341, 3.142)  0.2283
H (1.038, -0.689, 3.674)  0.2321
H (0.935, -3.539, 1.079)  0.2351
H (2.516, -3.523, 1.849)  0.2231
H (2.392, -3.858, 0.138)  0.2221
O (-1.555, 2.788, -5.373)  -0.4702
C (-2.146, 3.094, -4.353)  0.7447
O (-3.019, 3.845, -3.956)  -0.4015
C (-1.488, 2.313, -3.074)  0.0371
C (-0.988, 1.039, -3.268)  -0.2518
C (-0.464, 0.402, -2.160)  0.0709
N (-0.420, 0.981, -0.959)  -0.4791
C (-0.898, 2.214, -0.796)  0.1053
C (-1.453, 2.934, -1.847)  -0.1682
C (-0.835, 2.808, 0.614)  0.7357
O (-0.946, 4.013, 0.717)  -0.6242
O (-0.664, 1.954, 1.559)  -0.7760
H (-0.999, 0.571, -4.240)  0.2562
H (-0.047, -0.596, -2.228)  0.2152
H (-1.837, 3.927, -1.669)  0.2727
C (-3.544, 0.061, 2.437)  -1.0948
Ge (-3.186, -1.232, 1.019)  1.5944
C (-4.318, -2.806, 1.302)  -1.0788
C (-3.579, -0.461, -0.736)  -1.0903
C (-1.307, -1.777, 1.111)  -1.2385
H (-4.596, 0.344, 2.458)  0.2291
H (-2.940, 0.959, 2.308)  0.2489
H (-3.290, -0.383, 3.402)  0.2273
H (-5.373, -2.528, 1.292)  0.2269
H (-4.088, -3.254, 2.269)  0.2274
H (-4.149, -3.552, 0.525)  0.2255
H (-4.656, -0.420, -0.900)  0.2339
H (-3.135, -1.063, -1.530)  0.2221
H (-3.189, 0.555, -0.809)  0.2188
H (-1.033, -2.444, 0.288)  0.2094
H (-1.117, -2.281, 2.065)  0.2125

spin multiplicity	5
lowest unoccupied orbital energy (spin up / spin down)	-0.409 / -3.880	eV
HOMO energy (spin up / spin down)	-7.35 / -8.68	eV
⟨S²⟩	6.02

***

4.
# C23H28N4O5S

A single C23H28N4O5S molecule at a distorted geometry (ωB97M-V/def2-TZVPD, the Open Molecules 2025 dataset).

Last column: natural (NBO) charge in e.
Atoms and positions in Å:
C (-8.097, -1.893, 0.436)  -0.6263
C (-7.217, -0.685, 0.359)  -0.0446
C (-7.627, 0.532, 0.892)  -0.1661
C (-6.825, 1.655, 0.812)  -0.2088
C (-5.577, 1.612, 0.198)  0.0277
C (-4.703, 2.819, 0.117)  -0.6517
C (-5.177, 0.391, -0.329)  -0.3581
S (-3.597, 0.218, -1.149)  2.3122
O (-3.433, -1.156, -1.545)  -0.9526
O (-3.432, 1.216, -2.167)  -0.9437
N (-2.534, 0.630, 0.102)  -0.6746
C (-2.479, -0.352, 1.167)  -0.2392
C (-1.553, -1.523, 0.824)  -0.2584
N (-0.257, -1.008, 0.434)  -0.4356
C (0.838, -1.292, 1.176)  0.6762
O (0.795, -2.030, 2.143)  -0.6157
C (2.124, -0.659, 0.741)  -0.1838
C (2.357, 0.712, 0.894)  -0.1432
C (3.583, 1.260, 0.618)  -0.2918
C (4.668, 0.477, 0.159)  0.3118
N (5.906, 1.007, 0.076)  -0.4036
C (7.140, 0.251, 0.041)  -0.2173
C (8.191, 1.219, 0.575)  -0.4065
C (7.667, 2.561, 0.076)  -0.4055
C (6.165, 2.419, 0.297)  -0.2132
C (4.373, -0.882, -0.113)  -0.0690
N (5.229, -1.725, -0.875)  0.5183
O (5.230, -2.920, -0.640)  -0.3859
O (5.870, -1.209, -1.781)  -0.3992
C (3.143, -1.439, 0.240)  -0.1178
C (-0.327, -0.116, -0.699)  -0.2404
C (-1.230, 1.073, -0.342)  -0.2418
C (-5.973, -0.736, -0.255)  -0.1310
H (-7.561, -2.783, 0.118)  0.2198
H (-8.965, -1.765, -0.210)  0.2237
H (-8.458, -2.041, 1.452)  0.2206
H (-8.592, 0.600, 1.375)  0.2122
H (-7.171, 2.588, 1.233)  0.2156
H (-3.881, 2.730, 0.825)  0.2324
H (-5.269, 3.719, 0.344)  0.2159
H (-4.272, 2.897, -0.878)  0.2510
H (-3.495, -0.708, 1.338)  0.2230
H (-2.121, 0.153, 2.071)  0.2088
H (-1.410, -2.174, 1.688)  0.2525
H (-1.981, -2.089, -0.009)  0.2248
H (1.567, 1.348, 1.266)  0.2132
H (3.723, 2.316, 0.775)  0.2207
H (7.052, -0.656, 0.647)  0.2045
H (7.377, -0.049, -0.989)  0.2233
H (9.187, 0.986, 0.207)  0.2227
H (8.206, 1.202, 1.666)  0.2023
H (8.084, 3.410, 0.612)  0.2201
H (7.882, 2.673, -0.987)  0.2083
H (5.582, 3.031, -0.396)  0.2047
H (5.904, 2.701, 1.326)  0.1862
H (2.994, -2.494, 0.065)  0.2511
H (0.669, 0.223, -0.982)  0.2317
H (-0.780, -0.653, -1.541)  0.2138
H (-1.391, 1.707, -1.214)  0.2448
H (-0.780, 1.664, 0.463)  0.1971
H (-5.599, -1.649, -0.693)  0.2346

lowest unoccupied orbital energy	-0.129	eV
structure (SMILES)	Cc1ccc(C)c(S(=O)(=O)N2CCN(C(=O)c3ccc(N4CCCC4)c([N+](=O)[O-])c3)CC2)c1
HOMO energy	-8.18	eV

***

5.
# C8H17AsF6N3O2PPtS3

A molecular structure, C8H17AsF6N3O2PPtS3 at a distorted geometry (ωB97M-V/def2-TZVPD, the Open Molecules 2025 dataset).

Last column: natural (NBO) charge in e.
Atoms and positions in Å:
Pt (0.077, -0.664, -1.123)  1.0255
C (2.510, 4.455, -0.508)  -0.6469
C (3.297, 3.324, 0.034)  -0.0247
O (2.296, 2.315, 0.635)  -0.8781
P (2.146, 0.799, 0.456)  1.7780
S (0.273, 0.212, 1.060)  0.0214
S (2.243, 0.269, -1.568)  -0.2737
O (3.234, 0.035, 1.276)  -0.8475
C (4.137, 0.462, 2.407)  -0.0191
C (5.284, -0.561, 2.487)  -0.6410
H (3.290, 5.093, -0.973)  0.2596
H (1.799, 4.916, 0.240)  0.2459
H (1.821, 4.092, -1.340)  0.2217
H (3.961, 3.632, 0.784)  0.2161
H (3.812, 2.792, -0.776)  0.2036
H (3.530, 0.325, 3.270)  0.2064
H (4.392, 1.435, 2.211)  0.1873
H (4.895, -1.485, 2.877)  0.2369
H (6.109, -0.045, 3.030)  0.2520
H (5.729, -0.845, 1.533)  0.2391
C (-6.281, 0.604, 0.960)  -0.6030
C (-4.900, 1.252, 0.700)  -0.4642
C (-4.010, 0.373, -0.115)  0.1531
N (-2.630, 0.349, -0.202)  -0.1757
N (-2.193, -0.592, -1.027)  -0.2895
C (-3.220, -1.291, -1.701)  0.2697
N (-3.016, -2.181, -2.591)  -0.5859
S (-4.769, -0.750, -1.099)  0.5663
H (-6.790, 1.267, 1.728)  0.2776
H (-6.107, -0.441, 1.288)  0.2235
H (-6.793, 0.588, 0.045)  0.2172
H (-4.375, 1.534, 1.536)  0.2600
H (-5.071, 2.033, 0.009)  0.2759
H (-2.117, -2.637, -2.804)  0.4978
H (-3.872, -2.638, -3.003)  0.4580
F (-0.276, -2.948, -2.675)  -0.6734
As (0.261, -4.135, -1.423)  2.8458
F (1.761, -3.298, -1.411)  -0.5989
F (-0.206, -2.696, -0.272)  -0.6615
F (0.583, -5.270, -2.578)  -0.5659
F (-1.417, -4.521, -1.280)  -0.6180
F (0.600, -5.160, -0.095)  -0.5714

spin multiplicity	5
lowest unoccupied orbital energy (spin up / spin down)	-6.880 / -10.277	eV
HOMO energy (spin up / spin down)	-15.41 / -16.37	eV
⟨S²⟩	6.03
total charge	+2